#a
Computed, not measured: 4 unconnected molecules or ions with the total composition C3H15N2O3, with wB97M-V/def2-TZVPD.

```
! RIJCOSX wB97M-V def2-TZVPD def2/J DEFGRID3
* xyz 1 1
C -1.949 -1.884 1.820
C -0.900 -0.848 1.449
C -1.036 -0.221 0.275
N -0.338 1.065 -0.055
N 0.039 -0.640 2.406
H -2.240 -1.703 2.848
H -1.525 -2.889 1.751
H -2.793 -1.852 1.142
H -1.583 -0.571 -0.585
H -0.061 1.060 -1.056
H 0.442 1.118 0.573
H -0.950 1.859 0.132
H 0.054 -1.123 3.278
H 0.578 0.215 2.297
H 1.501 2.192 -2.542
H 0.483 1.286 -3.238
O 0.595 1.873 -2.467
H 0.999 -0.997 -3.763
H 0.142 -0.680 -5.117
O 0.555 -0.357 -4.317
H 2.767 1.632 1.228
H 2.893 0.595 2.334
O 2.326 0.871 1.606
*
```

The value obtained for the LUMO energy is -0.106 hartree. The HOMO-LUMO gap comes out at 9.2 eV.

#b
Computed, not measured: 4 unconnected molecules or ions with the total composition C3H15N2O3, with wB97M-V/def2-TZVPD.

```
! RIJCOSX wB97M-V def2-TZVPD def2/J DEFGRID3
* xyz 1 1
C -1.904 -1.865 0.327
C -0.683 -0.983 0.160
C -0.876 0.444 0.164
N 0.235 1.213 0.022
N 0.388 -1.328 1.263
H -2.511 -1.558 1.178
H -2.538 -1.763 -0.551
H -1.570 -2.862 0.571
H -1.722 0.848 -0.397
H 0.175 1.570 -0.958
H 0.303 2.143 0.477
H -0.101 -1.251 -0.726
H 0.879 -0.432 1.228
H -0.138 -1.253 2.139
H 1.595 -2.013 -0.120
H 2.991 -2.458 -0.754
O 2.195 -1.936 -0.877
H -0.501 4.006 2.139
H -0.543 5.080 1.008
O -0.112 4.273 1.302
H 1.419 0.298 -3.293
H 1.854 -0.356 -1.932
O 1.165 0.185 -2.369
*
```

The value obtained for the LUMO energy is -0.263 hartree. The HOMO-LUMO gap comes out at 7.6 eV.

Most stable structure: #a